## w
C3H9O3 | the ωB97M-V functional and the def2-TZVPD basis

Each atom is followed by the atoms it is bonded to, with distances in Å.
Element x y z (Å)
1 C -0.20 0.87 1.05  O2 1.391, C3 1.572, H6 1.107, H7 1.107
2 O 0.79 1.30 0.18  C1 1.391
3 C -1.33 0.05 0.33  C1 1.572, C4 1.533, H8 1.100, H9 1.098
4 C -0.75 -0.75 -0.84  C3 1.533, O5 1.430, H10 1.085, H11 1.093
5 O -1.74 -1.54 -1.51  C4 1.430, H12 0.968
6 H 0.26 0.19 1.80  C1 1.107
7 H -0.56 1.78 1.58  C1 1.107
8 H -2.09 0.75 -0.04  C3 1.100
9 H -1.93 -0.60 0.98  C3 1.098
10 H -0.23 -0.07 -1.51  C4 1.085
11 H 0.01 -1.43 -0.45  C4 1.093
12 H -2.45 -0.95 -1.81  O5 0.968
13 H 3.39 -0.09 0.01  O15 0.975
14 H 1.98 0.67 0.52  O15 1.103
15 O 2.88 0.11 0.81  H13 0.975, H14 1.103

Summary:
* lowest unoccupied orbital energy: 0.13693 Ha
* charge: -1
* HOMO-LUMO gap: 7.1 eV

=====

## x
C3H9O3 | the ωB97M-V functional and the def2-TZVPD basis

Each atom is followed by the atoms it is bonded to, with distances in Å.
Element x y z (Å)
1 C -0.16 -0.55 0.18  O2 1.374, C3 1.554, H6 1.205, H7 1.189
2 O -0.42 -1.54 -0.74  C1 1.374
3 C 0.52 0.68 -0.49  C1 1.554, C4 1.537, H8 1.053, H9 1.058
4 C 1.28 1.63 0.44  C3 1.537, O5 1.433, H10 1.182, H11 1.095
5 O 0.55 2.33 1.46  C4 1.433, H12 0.945
6 H -1.09 0.00 0.70  C1 1.205
7 H 0.50 -0.80 1.13  C1 1.189
8 H -0.16 1.24 -1.07  C3 1.053
9 H 1.19 0.37 -1.24  C3 1.058
10 H 2.19 0.98 0.82  C4 1.182
11 H 1.62 2.46 -0.19  C4 1.095
12 H -0.37 2.40 1.25  O5 0.945
13 H -2.35 -3.04 -1.38  O15 1.014
14 H -1.23 -2.73 -0.41  O15 1.098
15 O -2.09 -3.41 -0.47  H13 1.014, H14 1.098

Summary:
* lowest unoccupied orbital energy: 0.13670 Ha
* charge: -1
* HOMO-LUMO gap: 7.2 eV

=====

## y
C3H9O3 | the ωB97M-V functional and the def2-TZVPD basis

Each atom is followed by the atoms it is bonded to, with distances in Å.
Element x y z (Å)
1 C -0.21 1.16 -0.49  O2 1.379, C3 1.567, H6 1.217, H7 1.084
2 O -1.55 0.86 -0.34  C1 1.379
3 C 0.76 0.73 0.67  C1 1.567, C4 1.542, H8 1.266, H9 1.067
4 C 1.07 -0.74 0.32  C3 1.542, O5 1.446, H10 1.120, H11 1.046
5 O 1.81 -1.35 1.40  C4 1.446, H12 0.971
6 H 0.25 0.48 -1.39  C1 1.217
7 H -0.14 2.22 -0.69  C1 1.084
8 H 0.13 0.85 1.76  C3 1.266
9 H 1.66 1.29 0.60  C3 1.067
10 H 0.10 -1.31 0.36  C4 1.120
11 H 1.48 -0.90 -0.62  C4 1.046
12 H 2.55 -0.77 1.63  O5 0.971
13 H -3.25 -1.04 -0.60  O15 0.964
14 H -2.06 -0.27 -1.33  O15 1.103
15 O -2.60 -1.23 -1.29  H13 0.964, H14 1.103

Summary:
* lowest unoccupied orbital energy: 0.13773 Ha
* charge: -1
* HOMO-LUMO gap: 6.9 eV

=====

Result of the stability comparison: y is the least stable of them.